{"formula": "CF5HgNaO3P", "method": "ωB97M-V/def2-TZVPD", "elements": ["F", "O", "O", "Hg", "Na", "F", "F", "F", "P", "C", "O", "F"], "xyz": [[-0.252455, -2.618849, 1.182951], [-1.656871, -0.053354, 0.001889], [-1.572808, 2.164489, 0.011643], [-1.182133, -2.133199, -0.542966], [-3.657201, 1.226548, -0.396353], [2.390706, 0.694000, -1.111306], [2.152603, -1.372410, 0.344292], [2.421839, 0.708412, 1.158599], [1.494924, 0.036380, 0.020925], [-1.077769, 1.047108, 0.100001], [0.302660, 1.034526, 0.403294], [0.636501, -0.733652, -1.172970]], "forces_ev_per_a": [[0.596, -0.125, 1.057], [-0.923, 1.602, 0.434], [-0.080, 0.029, -0.038], [-1.197, -2.346, -1.324], [0.535, -0.078, 0.110], [-0.762, -0.367, 0.762], [-1.075, 1.326, 0.115], [-1.135, -0.609, -0.412], [2.551, 0.288, -1.577], [0.243, -0.009, -0.045], [0.393, -0.841, 0.157], [0.856, 1.130, 0.761]], "multiplicity": 2, "total_charge": 0, "fmax_ev_per_a": 3.0, "gap_ev": [5.97, 8.47], "homo_ev": [-7.53, -10.16]}